# C44H161N71O37

37 unconnected molecules or ions with the total composition C44H161N71O37 at a distorted geometry (wB97M-V/def2-TZVPD, the OMol25 dataset).

- LUMO level (eV) = -0.4437
- HOMO level (eV) = -6.6
- molecular weight (g/mol) = 2277.23
- calculated total energy (Eh) = -8445.46847

```
! RIJCOSX wB97M-V def2-TZVPD def2/J DEFGRID3
* xyz 0 1
O 5.20797 -1.42824 4.27216
O 3.49860 4.05612 -1.19210
O 3.25989 -7.13179 -0.37831
O 9.22388 0.84552 4.24705
O 3.12072 -3.02763 -2.86235
O -1.47483 2.72590 -4.81319
O -2.14696 4.62406 3.57795
O 0.79549 -1.14248 5.33490
O 2.88228 1.37347 -3.50649
O 2.30946 -6.26994 -4.59470
O -2.75489 -3.30931 3.12807
O 6.37272 3.03641 -5.06051
O -3.56601 4.65710 -0.31679
O -6.89018 -2.57380 -5.65823
O 7.15218 3.37761 2.75918
O -6.62066 3.49861 1.66559
O -5.67610 5.05645 -4.29061
O 1.04384 -2.00801 -4.02061
O 5.47058 -0.28284 -0.23429
O -0.88525 -6.44612 -1.35165
O -6.33331 1.26830 -1.47862
O -4.22570 -5.00384 -2.85373
O 1.26364 0.71921 -7.34659
O 3.74530 3.82737 3.63681
O 2.07398 -5.93845 3.30429
O 0.37879 0.42222 8.24313
O -6.47965 -2.69207 -1.22093
O -3.56252 0.86334 4.16911
O 2.93080 3.26831 7.08565
O -9.23736 -1.70919 1.31635
O -5.78291 -3.59272 3.87231
O 2.63662 7.59267 -4.19483
O 1.31698 7.07354 1.08712
O -1.10040 6.99008 -3.10020
O -0.56283 -1.86133 -1.53924
O 5.75994 -3.96854 2.97091
O -0.82949 -3.11281 -5.70338
N 0.18142 -5.17904 2.50278
N 7.76459 3.76291 0.58655
N -7.33137 -0.53712 -4.82061
N 5.25438 -8.08476 -0.10413
N -0.24084 5.65285 3.93925
N 3.83882 0.16361 -5.12694
N 1.78277 3.61156 -2.60375
N 8.15738 -1.04301 4.25574
N 4.59342 4.23297 -4.85966
N 6.42166 -1.50764 1.45863
N -4.93181 3.88593 3.01704
N -1.59183 1.58171 8.09897
N 7.08555 0.66772 3.70681
N -5.52817 -3.48685 6.05481
N -6.32977 2.83036 -4.49044
N 4.95155 -6.01902 3.13949
N -3.70249 6.33803 1.08034
N -5.05843 -1.71292 4.74174
N -1.29757 5.77680 -5.05887
N 1.16772 2.25175 -5.78844
N -5.49787 3.71165 -2.63421
N 4.57199 -4.63356 -3.50305
N -0.39386 -0.95769 -0.45301
N -7.28730 -2.97458 1.45002
N -2.42612 0.66219 -4.68457
N -0.89154 5.54249 1.88296
N 1.71661 5.73785 -4.76988
N 3.67832 -0.93622 5.74639
N 4.33056 -7.99748 -2.06641
N 2.73278 6.64608 2.71495
N -5.49123 -1.56684 -4.20270
N 0.19015 2.28978 7.16622
N 6.17053 2.32699 1.00598
N -7.97775 -0.15588 -1.99985
N 3.53253 2.27058 2.00737
N 1.68641 7.34952 -6.20041
N -4.74821 2.32739 1.61516
N 4.87334 -2.43952 0.28988
N 3.30154 5.18973 8.32032
N 3.14404 -1.81132 3.87389
N -3.88567 6.71441 -1.03160
N -8.17692 -2.23020 3.24561
N 5.49534 3.61555 -3.12477
N -2.26596 -3.50974 0.90787
N 3.11665 1.70945 3.96031
N 2.85674 5.31110 6.29185
N -0.97125 -1.27981 -6.90458
N 5.34541 -2.86371 -2.51521
N -3.08835 2.08096 -6.19560
N -3.31639 -2.99337 -2.13465
N -7.57287 0.20813 -0.00026
N 6.67953 -5.57096 1.87278
N 0.10575 -6.36627 4.18192
N 1.47817 4.99325 -1.02038
N -1.56489 -7.78519 0.26360
N 2.89851 8.51316 1.72806
N -1.51912 1.37367 4.85530
N -2.25615 5.06212 -3.31491
N 0.42188 -3.28706 5.31593
N -0.08470 2.40513 -7.52667
N 4.59036 -0.01679 -3.17154
N -2.84333 -2.35201 -6.37275
N 0.82997 -7.27169 -3.46825
N -2.02683 -4.38358 -3.07669
N 0.70027 -2.37800 7.27927
N 0.43813 -7.72723 -0.14099
N -2.05039 -0.68256 4.99956
N -1.67925 -1.67585 2.03229
N -6.97064 -4.55268 -2.37419
N -8.62522 -3.24091 -1.91454
N 1.48884 -5.25981 -2.86325
C -2.66372 0.05372 -0.67501
C -1.16789 0.35178 -0.49525
C 3.47356 2.71452 3.19953
C -1.16456 5.26755 3.14782
C -1.51881 -2.20989 -6.17054
C 0.90174 -5.74448 3.40014
C 0.64394 -2.21550 5.97911
C -2.27214 -2.85358 2.07484
C -5.47744 -2.93494 4.85145
C -5.59121 3.20931 2.15803
C -1.49422 6.04168 -3.80918
C 5.76961 -5.12126 2.65809
C 1.14652 -0.13037 1.41852
C 2.16350 -0.50696 -0.97526
C 3.70637 0.51661 -3.88497
C 1.05346 -0.95010 0.06439
C 5.58610 3.60250 -4.43047
C -0.97538 1.08170 0.88157
C 4.25599 -3.44708 -2.92325
C 0.87260 1.78530 -6.98851
C -2.48247 0.54694 4.67935
C -7.31498 -3.37262 -1.78065
C 1.57253 -6.25661 -3.63405
C 4.18147 -7.75682 -0.81271
C 5.53766 -1.35500 0.43133
C 2.95829 4.52922 7.26793
C 2.02384 6.92600 -5.03908
C -0.68062 -7.26850 -0.54894
C 2.29120 4.14666 -1.56070
C 2.27959 7.36869 1.72982
C -5.76951 3.87180 -3.92219
C 8.23968 0.21287 4.05704
C -3.85711 5.75581 -0.10408
C -3.28907 -4.21518 -2.64850
C 0.49444 1.14656 1.35247
C -7.25504 0.50949 -1.17959
C -2.28385 1.84864 -5.16430
C 1.41225 -2.46106 0.57684
C -6.54329 -1.63592 -4.95805
C 7.07059 3.14225 1.52137
C -0.61979 1.25885 -1.60603
C -8.33144 -2.31656 1.92037
C -0.28800 1.39313 7.92348
C 4.09640 -1.57663 4.69811
H 0.99545 -5.35778 -1.98742
H -1.92769 -5.33820 -3.39129
H 0.81389 -0.67430 2.30260
H 5.15847 -3.23281 0.84619
H -6.88247 0.27396 -4.41967
H 0.53324 -3.18029 4.31779
H 3.08782 0.47527 -5.72608
H 1.91697 5.25849 -0.15021
H -1.38488 -8.61148 0.81581
H -3.27749 -1.66847 -6.97640
H -4.25292 -2.77061 -1.82903
H -3.81333 7.71025 -0.87941
H 3.55305 6.16790 8.31430
H -2.27858 4.20707 -3.85203
H -1.03832 6.57201 -5.62503
H 0.58997 -7.10856 4.66632
H 0.06804 5.76273 1.65753
H 3.35111 4.57712 9.12179
H -2.52639 -7.47895 0.30630
H -4.98001 -1.14601 5.57395
H 9.04624 -1.51657 4.33166
H 2.76630 -1.03733 6.16844
H 2.30466 2.87287 -3.05327
H 1.86238 -2.02993 -3.51949
H 5.36601 2.05219 1.55128
H 6.06220 -8.18061 -0.70274
H -1.25841 -3.76520 -2.85937
H 1.59572 5.33801 -3.85031
H -1.33897 -0.89390 -7.76245
H 5.53931 -4.70151 -3.78548
H 6.23504 -2.24642 2.12156
H -4.99867 -3.08605 6.81579
H 1.64324 -0.17122 -1.87232
H -5.12111 4.46591 -2.07812
H -3.97751 6.60360 -2.03130
H -8.91771 -0.38564 -1.71040
H -3.15520 0.03847 -5.00005
H 6.08395 -3.54510 -2.41339
H 0.48674 4.80127 -1.00221
H -2.08019 2.15297 7.42424
H 3.64120 8.81991 2.33995
H 2.89192 1.49004 1.98497
H -8.91025 -1.72888 3.72624
H -6.34091 1.91367 -4.06659
H 6.34574 -0.01163 3.60076
H 7.30486 -1.58338 4.29179
H 1.17603 2.20726 6.96291
H 4.20124 -2.49228 -0.46218
H -2.95728 0.08522 -1.72426
H -5.41477 4.73145 3.28526
H 4.77914 0.27750 -5.47756
H -6.96707 3.02406 -5.24968
H -4.12832 7.24868 1.17777
H 3.85404 2.84520 1.24152
H -1.15034 2.14641 0.72702
H 7.33467 3.75562 -0.32735
H -1.18187 -1.00758 5.39972
H 2.30236 -2.33618 1.19345
H -6.16430 -4.27134 6.05041
H -3.26538 -3.17749 -5.97206
H -7.13721 -2.72822 0.48209
H -0.88415 -6.43245 3.99266
H 5.13901 -6.86800 2.62549
H 3.67588 -7.49233 -2.64632
H 3.54889 6.96509 3.21723
H 5.02733 -8.52969 -2.56778
H -3.73270 5.63279 1.80271
H -2.91407 -0.94476 -0.31660
H 3.91658 -5.32374 -3.84096
H -2.62400 5.08820 -2.37464
H 0.22167 -1.77245 -3.58456
H -5.29314 -0.71927 -3.69036
H -0.42573 1.97945 -8.37673
H 2.46096 9.15931 1.08686
H 2.68423 4.74491 5.47346
H 1.31171 -7.43676 -0.55640
H -1.74818 -2.99278 0.21163
H -1.74157 0.50657 -3.95843
H -1.35769 -1.07029 1.29068
H -1.63264 5.77375 1.23690
H -8.07447 -0.65960 0.12435
H 1.59593 1.66170 -5.08946
H -6.62632 -3.45310 2.04518
H -7.59478 -4.80930 -3.12565
H -4.73447 -1.42751 3.82867
H -0.31706 5.53964 4.93998
H 6.98424 1.67025 3.63768
H 1.36192 6.60494 -6.80075
H 0.33692 1.76755 -1.48764
H -7.64754 -0.25560 -2.94912
H -5.99251 -4.66537 -2.59930
H 3.07903 0.73947 3.68136
H 2.36534 5.73860 2.96307
H -1.49777 -1.37445 2.97903
H 1.60365 -3.09771 -0.28695
H -4.77214 -2.27605 -4.19663
H 6.94315 -0.73455 1.84654
H -0.04019 -7.23704 -2.95668
H 0.57835 6.12625 3.58580
H -1.90224 5.03316 -5.37740
H 2.60725 0.41347 -0.59576
H 2.96151 2.09134 4.88236
H 0.81479 3.61058 -2.89206
H -0.40565 2.99252 6.75237
H -9.13625 -4.07123 -2.17819
H -3.95207 3.73182 3.20797
H -2.12219 0.83606 8.52659
H 0.42935 2.80109 -5.37235
H 6.28849 1.88014 0.10793
H 0.02775 -1.38714 -7.00750
H -7.33214 -2.59035 3.66601
H 1.19272 5.36632 -5.54937
H -7.25803 0.87734 0.68757
H 0.58556 1.60967 2.33498
H -8.95631 -2.33502 -1.61483
H 7.46475 -4.94735 1.75174
H 2.18668 0.07999 1.66733
H 0.37468 -3.26071 7.64659
H -3.06190 -4.08323 0.66768
H 6.23685 3.36299 -2.48720
H -1.64624 2.26614 4.39985
H -2.50190 -2.50193 -1.79526
H 2.07583 8.24501 -6.45834
H 4.06161 -5.62087 3.40327
H 0.56173 -2.95579 1.04585
H -0.02400 -4.03488 5.82784
H 3.03508 -1.15957 -1.02566
H -0.73844 0.73214 -2.55292
H -1.41022 2.00912 -1.58592
H 4.30487 -0.24160 6.12722
H 0.88284 -2.75262 -4.60476
H -3.66154 1.31702 -6.52415
H 5.25833 -2.00622 -1.98869
H 0.95016 1.81524 0.62221
H -1.74022 0.79577 1.60364
H 3.44503 -2.18348 2.98450
H -3.31869 0.71291 -0.10528
H 2.20799 -1.55772 4.15604
H -8.10678 -0.44285 -5.46089
H -2.59588 -1.41769 4.57280
H 3.88893 4.41744 -4.15983
H 4.54738 3.69439 -2.78525
H 8.40905 4.49238 0.85608
H 4.60184 0.08965 -2.16722
H 0.50655 -1.44769 7.62144
H 0.30621 -8.54831 0.43220
H 4.24024 4.13385 -5.80069
H 2.18090 -4.55316 -3.06768
H 2.93352 6.31814 6.30071
H 5.19162 -0.63427 -3.69815
H -0.78461 -4.93982 2.67496
H -0.36083 3.35372 -7.31681
H -2.60946 2.56277 -6.94300
H 6.94725 -6.52250 1.66543
H -5.72927 2.80037 -2.26527
H 0.92753 -8.11901 -4.00920
H -4.87409 1.98117 0.67473
H 0.73080 -4.91469 1.69756
H -3.91008 2.01309 2.08298
H -0.63051 0.91443 4.99512
H 5.20183 -7.71460 0.83412
*
```

Mulliken population analysis, charges in e, atoms 1 to 4: O -0.473; O -0.973; O -0.522; O -0.741

=====

# C8H13F3N3

A molecular structure, C8H13F3N3 at a distorted geometry (wB97M-V/def2-TZVPD, the OMol25 dataset).

- LUMO level (eV) = -3.5170
- HOMO level (eV) = -12.4
- molecular weight (g/mol) = 208.21
- calculated total energy (Eh) = -776.18272

```
! RIJCOSX wB97M-V def2-TZVPD def2/J DEFGRID3
* xyz 1 1
F -3.27820 -1.28849 -0.48004
F -2.93967 0.83360 -0.37733
F -2.96083 -0.31251 1.50335
N -0.30645 1.98421 -0.18430
N 1.19000 0.23834 0.27215
N 2.60629 -1.45945 1.15895
C -1.15532 -0.63979 0.02618
C 0.08923 0.73467 -0.47161
C 0.04113 0.49630 -2.02009
C -0.70635 -1.85986 -0.02434
C 0.75385 -2.06311 -0.21865
C 1.59782 -1.05872 0.39956
C -0.05424 2.48235 1.19007
C -2.54907 -0.28136 0.21170
H -0.11342 1.73335 2.06390
H -1.13273 2.40378 -0.71218
H 0.48453 1.43592 -2.47115
H -1.03225 0.54969 -2.32373
H 1.75811 1.01190 0.63360
H 0.78907 -1.94690 -1.27222
H 2.87437 -2.45542 1.44872
H 0.52288 -0.42303 -2.34068
H -1.28970 -2.81545 -0.08815
H 3.31677 -0.73341 1.54817
H -0.71820 3.37879 1.33004
H 0.84927 3.01940 1.15207
H 1.36310 -2.96480 0.04602
*
```

Mulliken population analysis, charges in e, atoms 1 to 4: F -0.306; F -0.248; F -0.251; N -0.208

=====

Among the records above, which one has the highest HOMO level?
C44H161N71O37